Below is C19H31MnO6 as an isolated structure in a non-equilibrium geometry, with properties calculated with the ωB97M-V functional and the def2-TZVPD basis.

CARTESIAN COORDINATES (ANGSTROEM)
Mn (-0.501, 0.098, -0.737)
O (1.623, 0.462, -1.757)
O (-1.239, -0.309, 1.560)
O (1.134, -0.999, 0.491)
O (-2.062, -1.737, -1.053)
O (0.189, -1.710, -2.278)
O (-2.740, 0.717, -0.482)
C (-1.670, -2.973, -1.659)
C (-2.652, -0.403, 1.685)
C (-0.164, 2.143, -0.045)
C (-3.221, 0.740, 0.877)
C (2.886, 3.937, 1.314)
C (1.535, -1.702, -2.764)
C (-3.459, -1.457, -1.215)
C (2.517, -0.771, 0.150)
C (0.926, -1.131, 1.906)
C (0.857, 2.649, 0.886)
C (1.901, -0.257, -2.949)
C (2.866, 3.599, 2.659)
C (-0.531, -1.421, 2.104)
C (0.845, 2.336, 2.252)
C (1.828, 2.798, 3.117)
C (-3.575, 0.033, -1.412)
C (-0.173, -2.967, -1.718)
C (1.902, 3.476, 0.449)
C (2.634, 0.450, -0.737)
H (2.909, -1.679, -0.305)
H (0.169, -3.790, -2.350)
H (1.939, 3.764, -0.597)
H (0.028, 1.745, 2.651)
H (-0.345, 2.704, -0.960)
H (-2.041, -3.824, -1.082)
H (2.940, -0.140, -3.265)
H (1.266, 0.184, -3.719)
H (-2.983, -1.385, 1.343)
H (-1.092, 2.041, 0.513)
H (-3.848, -1.973, -2.096)
H (0.291, -3.067, -0.733)
H (1.593, -2.242, -3.713)
H (3.092, -0.592, 1.061)
H (2.173, -2.210, -2.041)
H (2.474, 1.350, -0.164)
H (3.672, 4.573, 0.924)
H (-2.094, -3.018, -2.664)
H (-0.827, -2.331, 1.568)
H (-4.006, -1.825, -0.347)
H (-2.888, 1.691, 1.288)
H (-0.760, -1.554, 3.165)
H (1.537, -1.941, 2.312)
H (-4.312, 0.719, 0.883)
H (1.770, 2.538, 4.169)
H (-2.955, -0.289, 2.731)
H (3.625, 3.967, 3.336)
H (-3.206, 0.312, -2.399)
H (3.626, 0.493, -1.193)
H (1.208, -0.192, 2.378)
H (-4.612, 0.369, -1.337)

## Properties
multiplicity	6
total charge	+1
relative energy (zero: lowest compared OMol25 entry of this formula, charge and spin)	4.5	kcal per mole
HOMO level (alpha / beta)	-8.964 / -9.385	eV
frontier orbital gap (alpha / beta)	6.9093 / 7.1545	eV
max |F|	1.0	eV/A
E_LUMO (alpha / beta)	-2.054 / -2.230	eV

***

Below is a 2-piece molecular cluster, C2H10N2S2 overall in a non-equilibrium geometry, with properties calculated with the ωB97M-V functional and the def2-TZVPD basis.

CARTESIAN COORDINATES (ANGSTROEM)
S (2.168, 1.487, -0.873)
S (3.474, 0.869, 0.608)
N (-3.582, -0.576, -0.376)
N (-4.027, -2.903, 0.266)
C (0.656, 0.658, -0.441)
C (-3.593, -1.560, 0.680)
H (-3.975, -3.640, 0.959)
H (-4.440, -0.046, -0.452)
H (-0.207, 1.008, -1.003)
H (2.617, 0.970, 1.648)
H (0.469, 0.845, 0.614)
H (-4.109, -1.243, 1.590)
H (0.758, -0.430, -0.510)
H (-2.537, -1.712, 0.938)
H (-3.462, -1.123, -1.221)
H (-5.013, -2.881, 0.039)

## Properties
multiplicity	1
SMILES	CSS.NCN
total charge	0
relative energy (zero: lowest compared OMol25 entry of this formula, charge and spin)	13.3	kcal per mole
HOMO level	-8.306	eV
frontier orbital gap	8.9818	eV
max |F|	1.8	eV/A
E_LUMO	0.675	eV

***

Below is a 2-piece molecular cluster, C16H15F3OS overall in a non-equilibrium geometry, with properties calculated with the ωB97M-V functional and the def2-TZVPD basis.

CARTESIAN COORDINATES (ANGSTROEM)
S (2.711, 1.119, -1.158)
F (-1.230, -3.718, -3.419)
F (-0.825, -2.583, -5.256)
F (-2.465, -1.978, -3.926)
O (2.574, 1.317, 2.064)
C (-0.530, -0.550, 1.883)
C (-0.496, -0.196, -3.097)
C (-3.906, 1.140, 2.154)
C (-1.186, -2.455, -3.937)
C (-0.233, -1.564, -3.190)
C (-0.184, 1.860, 2.202)
C (-2.424, 0.940, 2.103)
C (1.833, -1.289, -1.991)
C (-1.551, 2.033, 2.236)
C (0.927, -2.110, -2.635)
C (3.982, 1.007, 1.979)
C (0.400, 0.635, -2.454)
C (1.750, 0.313, 2.002)
C (1.603, 0.116, -1.890)
C (0.348, 0.552, 2.027)
C (-1.898, -0.351, 1.931)
H (1.117, -3.175, -2.712)
H (-4.346, 0.668, 3.040)
H (-2.592, -1.192, 1.841)
H (0.507, 2.696, 2.308)
H (-4.137, 2.208, 2.188)
H (-1.402, 0.214, -3.533)
H (4.328, 0.658, 2.962)
H (4.470, 1.943, 1.698)
H (-0.076, -1.534, 1.753)
H (-4.402, 0.702, 1.280)
H (2.744, -1.702, -1.561)
H (2.191, -0.688, 1.906)
H (0.207, 1.704, -2.385)
H (-1.980, 3.029, 2.370)
H (4.171, 0.233, 1.218)

## Properties
multiplicity	1
total charge	0
HOMO level	-6.281	eV
frontier orbital gap	4.1314	eV
max |F|	2.1	eV/A
E_LUMO	-2.149	eV

***

Below is a 4-piece molecular cluster, C20H36N2O10S3 overall in a non-equilibrium geometry, with properties calculated with the ωB97M-V functional and the def2-TZVPD basis.

CARTESIAN COORDINATES (ANGSTROEM)
S (0.778, 0.632, 1.195)
S (5.598, 3.177, 2.075)
S (3.217, 2.349, -3.459)
O (1.899, -0.257, 0.983)
O (-2.766, 0.332, -1.915)
O (-4.441, -4.738, -1.682)
O (6.348, 4.395, 2.227)
O (4.257, 3.219, -2.973)
O (1.831, 2.573, -3.128)
O (4.157, 3.166, 2.163)
O (-3.653, -2.717, -1.074)
O (-0.394, 0.204, 1.923)
O (-4.769, -3.919, 0.407)
N (-9.028, -4.974, 2.870)
N (-3.790, -0.554, 0.021)
C (6.279, 0.661, 2.343)
C (-6.870, -2.947, 2.411)
C (-5.667, -2.112, 1.915)
C (1.185, 3.231, 0.788)
C (3.659, 0.652, -3.063)
C (-4.300, -3.896, -0.882)
C (6.076, 2.354, 0.551)
C (-9.080, -4.026, 1.753)
C (0.261, 1.302, -0.378)
C (-7.700, -3.577, 1.295)
C (1.363, 2.179, 1.886)
C (4.331, 1.010, -5.417)
C (3.878, -0.054, -4.408)
C (-5.104, -2.540, 0.611)
C (-3.784, -1.969, 0.149)
C (-3.111, -0.101, -0.891)
C (6.826, 1.083, 0.973)
C (0.018, 2.780, -0.098)
C (3.382, 2.190, -5.233)
C (6.240, 1.932, 3.187)
H (7.894, 1.296, 1.056)
H (-8.175, -5.512, 2.826)
H (3.758, 3.123, -5.645)
H (-7.776, -2.862, 0.485)
H (5.166, 2.123, 0.001)
H (-9.722, -3.199, 2.022)
H (1.082, 1.168, -1.079)
H (4.306, 0.635, -6.439)
H (5.595, 1.858, 4.059)
H (-0.622, 0.779, -0.730)
H (4.569, 0.679, -2.468)
H (2.854, 0.201, -2.487)
H (-4.920, -2.049, 2.692)
H (-0.927, 2.907, 0.437)
H (7.240, 2.245, 3.485)
H (-9.545, -4.514, 0.909)
H (-7.184, -4.459, 0.952)
H (2.404, 2.068, 2.170)
H (2.095, 3.291, 0.187)
H (-5.778, -2.276, -0.204)
H (6.897, -0.106, 2.808)
H (-6.040, -1.114, 1.751)
H (-6.475, -3.682, 3.091)
H (-0.035, 3.353, -1.022)
H (0.757, 2.401, 2.763)
H (2.394, 1.972, -5.636)
H (1.013, 4.217, 1.215)
H (-8.970, -4.436, 3.723)
H (4.608, -0.857, -4.312)
H (6.707, 0.295, 0.231)
H (-7.524, -2.294, 2.972)
H (5.270, 0.257, 2.230)
H (5.355, 1.318, -5.196)
H (6.696, 3.029, -0.032)
H (2.942, -0.502, -4.745)
H (-3.037, -2.396, 0.808)

## Properties
multiplicity	1
SMILES	NCCCC[C@@H]1OC(=O)O[C@H]1N=C=O.O=S1(=O)CCCC1.O=S1(=O)CCCC1.O=S1(=O)CCCC1
total charge	0
relative energy (zero: lowest compared OMol25 entry of this formula, charge and spin)	0.0	kcal per mole
HOMO level	-9.348	eV
frontier orbital gap	9.6818	eV
max |F|	2.4	eV/A
E_LUMO	0.334	eV